Version a
ORCA calculation (ωB97M-V with the def2-TZVPD basis set) on a 2-piece molecular cluster, C2H8NO2 overall.

Atoms and positions in Å:
O -0.033 -1.149 -1.380
O 0.548 0.715 0.319
N -0.126 0.327 2.673
C -0.154 -1.062 -2.732
C -0.133 1.277 1.421
H -0.994 -0.250 2.670
H 0.266 -2.088 -3.295
H 0.464 -0.198 -2.972
H 0.381 2.190 1.824
H 0.144 -0.319 -1.001
H 0.664 -0.308 2.163
H -1.188 -0.768 -3.017
H -1.237 1.638 1.263

Summary:
HOMO-LUMO gap = 7.3 eV
total charge = -1

Version b
ORCA calculation (ωB97M-V with the def2-TZVPD basis set) on a 2-piece molecular cluster, C2H8NO2 overall.

Atoms and positions in Å:
O -0.896 -0.256 0.070
O 1.535 -0.862 0.045
N -1.238 1.041 -1.908
C 1.616 -1.056 1.425
C -1.322 0.918 -0.423
H 1.384 -0.142 1.978
H -0.786 1.841 -0.048
H 2.601 -1.446 1.693
H 0.588 -0.569 -0.174
H -2.344 1.148 -0.082
H -1.763 0.222 -2.199
H -0.249 0.964 -2.130
H 0.873 -1.802 1.752

Summary:
HOMO-LUMO gap = 7.7 eV
total charge = -1

Version c
ORCA calculation (ωB97M-V with the def2-TZVPD basis set) on a 2-piece molecular cluster, C2H8NO2 overall.

Atoms and positions in Å:
O -0.507 1.018 -0.995
O 1.738 1.665 -0.751
N 0.602 -1.308 1.118
C -1.100 0.227 0.066
C -0.460 -1.254 0.073
H 1.275 -0.602 0.856
H -1.149 -2.039 0.383
H 1.863 1.900 -1.759
H -0.720 0.671 0.983
H 0.416 1.610 -0.922
H 0.207 -0.925 1.936
H -2.275 0.355 -0.122
H 0.110 -1.317 -0.864

Summary:
HOMO-LUMO gap = 7.7 eV
total charge = -1

Most stable: version b. Least stable: version a.

Version a
ORCA calculation (ωB97M-V with the def2-TZVPD basis set) on a 2-piece molecular cluster, C2H8NO2 overall.

Atoms and positions in Å:
O 0.478 -2.026 1.342
O -1.802 1.179 0.300
N -0.002 0.094 -0.906
C 1.426 0.124 -1.165
C -0.570 0.982 0.218
H -0.264 0.383 1.094
H 0.101 1.727 0.496
H -0.548 0.266 -1.687
H -0.058 -1.509 0.747
H 2.148 0.489 -0.387
H 1.631 -0.953 -1.287
H 0.848 -1.449 2.070
H 1.610 0.531 -2.160

Summary:
HOMO-LUMO gap = 6.3 eV
total charge = -1

Version b
ORCA calculation (ωB97M-V with the def2-TZVPD basis set) on a 2-piece molecular cluster, C2H8NO2 overall.

Atoms and positions in Å:
O 0.568 0.799 0.192
O -0.455 -0.927 1.648
N 0.827 0.029 -2.174
C -1.878 -0.830 1.422
C 1.093 1.091 -1.077
H -2.325 -0.388 2.365
H -2.207 -0.055 0.650
H -2.284 -1.885 1.103
H 1.698 -0.502 -2.304
H 0.203 -0.724 -1.759
H 0.029 -0.368 0.873
H 2.161 1.062 -1.025
H 0.746 2.116 -1.477

Summary:
HOMO-LUMO gap = 7.8 eV
total charge = -1

Version c
ORCA calculation (ωB97M-V with the def2-TZVPD basis set) on a 2-piece molecular cluster, C2H8NO2 overall.

Atoms and positions in Å:
O 0.441 -1.668 2.211
O -0.017 0.774 -2.672
N 0.012 -0.134 -0.090
C 0.650 0.244 -1.753
C -0.972 0.804 0.413
H -0.490 1.738 0.717
H 0.475 -1.489 1.243
H -0.448 -1.018 -0.314
H 1.457 0.877 -1.278
H 1.023 -0.985 2.508
H 1.096 -0.782 -1.805
H -1.616 0.431 1.225
H -1.612 1.206 -0.404

Summary:
HOMO-LUMO gap = 7.6 eV
total charge = -1

Version d
ORCA calculation (ωB97M-V with the def2-TZVPD basis set) on a 2-piece molecular cluster, C2H8NO2 overall.

Atoms and positions in Å:
O -0.421 0.363 2.319
O -1.576 0.287 0.102
N 1.479 -0.137 0.115
C -0.846 -0.393 -0.867
C 0.591 0.137 -1.010
H 0.454 1.224 -1.084
H -1.338 -0.273 -1.846
H -0.802 -1.479 -0.644
H 1.652 -1.136 0.156
H -0.219 1.246 2.647
H 0.999 0.110 0.996
H 1.091 -0.188 -1.930
H -1.063 0.239 1.046

Summary:
HOMO-LUMO gap = 8.1 eV
total charge = -1

Most stable: version d. Least stable: version a.

Version a
ORCA calculation (ωB97M-V with the def2-TZVPD basis set) on a 2-piece molecular cluster, C6H9N3O overall.

Atoms and positions in Å:
O 1.468 0.532 1.301
N 0.280 -2.804 -0.669
N -1.230 -1.071 -0.900
N 1.924 0.209 -1.096
C -2.346 -1.988 -0.794
C -3.636 -1.300 -0.884
C -4.720 -0.765 -0.945
C 1.612 -3.338 -0.540
C 0.037 -1.557 -0.761
C 1.070 -0.500 -0.645
H -2.291 -2.763 -1.579
H -5.688 -0.294 -0.956
H -1.385 -0.177 -1.363
H 1.778 -3.638 0.504
H 1.703 -4.243 -1.159
H 1.436 -0.305 1.776
H 2.204 0.864 0.409
H -2.287 -2.525 0.166
H 2.418 -2.644 -0.834

Summary:
HOMO-LUMO gap = 9.6 eV
total charge = 0
SMILES = C#CCN/C(C#N)=N/C.O

Version b
ORCA calculation (ωB97M-V with the def2-TZVPD basis set) on a single C6H9N3O molecule.

Atoms and positions in Å:
O 2.004 2.013 0.923
N -0.639 1.234 0.044
N -3.018 1.151 -0.126
N 2.671 0.686 -0.658
C -0.061 -0.925 0.174
C 1.778 0.927 0.329
C -1.795 0.535 0.042
C 0.437 0.377 0.240
C 0.710 -2.206 0.065
C -1.474 -0.822 0.119
H 0.031 -3.064 0.129
H -3.058 2.128 0.139
H 3.227 1.620 -0.765
H 3.004 -0.264 -0.744
H 1.449 -2.308 0.875
H -0.529 2.214 -0.179
H -2.182 -1.645 0.043
H -3.802 0.630 0.244
H 1.247 -2.282 -0.894

Summary:
HOMO-LUMO gap = 8.1 eV
total charge = 0
SMILES = Cc1cc(N)[nH]c1C(N)=O

Version c
ORCA calculation (ωB97M-V with the def2-TZVPD basis set) on a single C6H9N3O molecule.

Atoms and positions in Å:
O -1.530 0.362 1.349
N -0.731 -0.817 -0.394
N 1.311 0.446 -0.015
N 1.443 -1.798 0.188
C 0.732 1.851 -0.232
C 2.700 -1.165 0.375
C 2.629 0.217 0.262
C -3.127 -0.561 -0.152
C -1.779 -0.236 0.400
C 0.587 -0.727 -0.062
H 0.311 2.165 0.598
H 0.022 1.880 -1.116
H -3.370 -0.266 -1.190
H 3.493 -1.880 0.745
H -0.850 -1.399 -1.146
H -3.660 0.025 0.509
H 1.727 2.370 -0.608
H 3.534 1.068 0.510
H -3.443 -1.535 -0.020

Summary:
HOMO-LUMO gap = 9.0 eV
total charge = 0
SMILES = CC(=O)Nc1nccn1C

Most stable: version b. Least stable: version a.

Version a
ORCA calculation (ωB97M-V with the def2-TZVPD basis set) on a 2-piece molecular cluster, C9H12N2O overall.

Atoms and positions in Å:
O -0.413 1.642 1.118
N 3.121 -1.234 1.985
N 3.676 -0.200 1.421
C -2.579 0.585 -1.225
C 2.790 0.303 0.604
C 0.313 -0.122 0.082
C -0.866 -0.870 -0.289
C -2.244 -0.173 0.088
C 1.880 -1.470 1.544
C -0.227 -0.028 -1.363
C -1.203 1.082 -1.686
C 1.558 -0.405 0.697
H -3.313 1.398 -0.943
H 1.347 -2.262 1.892
H -2.967 -0.104 -1.951
H 3.765 -1.791 2.685
H -0.827 -1.955 -0.443
H -3.100 -0.951 0.335
H -0.818 1.840 -1.147
H -1.193 1.486 -2.708
H 3.105 1.197 0.144
H -1.944 0.357 0.929
H 0.196 -0.560 -2.224
H -0.056 2.235 0.453

Summary:
HOMO-LUMO gap (alpha / beta) = 8.7 / 8.7 eV
total charge = 0

Version b
ORCA calculation (ωB97M-V with the def2-TZVPD basis set) on a single C9H12N2O molecule.

Atoms and positions in Å:
O -0.320 -0.982 -0.118
N -2.623 -0.817 0.233
N -4.950 1.871 -0.368
C -1.566 -1.472 -0.053
C -1.647 -3.018 -0.221
C 1.366 2.056 -0.792
C 1.660 1.152 1.362
C -3.489 0.019 0.504
C -0.205 0.336 -0.001
C 1.253 0.714 -0.061
C 2.343 -0.358 -0.368
C -4.330 0.947 0.026
H -1.278 -3.109 -1.307
H 2.222 -1.126 0.255
H 2.318 2.388 -1.007
H 1.045 2.070 1.809
H 1.695 0.407 2.014
H 2.223 -0.643 -1.467
H 0.907 2.780 -0.299
H -0.988 -3.376 0.530
H 3.310 0.279 -0.341
H 0.935 1.943 -1.741
H -2.531 -3.478 0.047
H 2.649 1.418 1.364

Summary:
HOMO-LUMO gap = 7.6 eV
total charge = 0

Version c
ORCA calculation (ωB97M-V with the def2-TZVPD basis set) on a 2-piece molecular cluster, C9H12N2O overall.

Atoms and positions in Å:
O 2.276 0.281 2.047
N 3.034 1.402 0.200
N 1.433 -0.123 -0.113
C -0.460 2.952 0.672
C -0.754 -0.955 -0.706
C 0.535 -1.849 1.274
C 2.190 0.504 0.859
C 2.727 1.394 -1.148
C 0.310 -0.957 0.129
C -2.080 -1.689 -0.685
C -1.311 3.594 0.103
C 1.752 0.506 -1.331
H -0.798 -0.305 -1.621
H -2.735 -1.236 0.095
H -2.636 -1.899 -1.604
H -2.096 -2.684 -0.255
H 1.502 0.127 -2.217
H 3.601 2.174 0.716
H 0.218 2.327 1.235
H 1.118 -2.732 0.895
H -0.390 -2.151 1.675
H 3.324 1.970 -1.838
H 1.167 -1.386 1.996
H -1.953 4.159 -0.419

Summary:
HOMO-LUMO gap = 8.9 eV
total charge = 0
SMILES = C/C=C(\C)n1cc[nH]c1=O.C#C

Version d
ORCA calculation (ωB97M-V with the def2-TZVPD basis set) on a 2-piece molecular cluster, C9H12N2O overall.

Atoms and positions in Å:
O 2.745 -0.575 1.589
N 1.552 0.237 -0.274
N 3.405 1.210 0.280
C 1.782 1.173 -1.196
C 0.513 -0.835 -0.313
C 0.745 -2.014 0.485
C -0.560 -0.697 -1.078
C -2.057 2.782 1.730
C 2.595 0.188 0.658
C -1.691 1.943 0.996
C 2.843 1.893 -0.757
C -1.575 -1.766 -1.174
H 1.194 -1.704 1.350
H -0.128 -2.598 0.759
H 1.224 1.331 -2.157
H 1.613 -2.537 0.049
H -2.341 -1.365 -1.820
H -2.141 -1.887 -0.271
H -2.290 3.491 2.490
H 3.485 2.475 -1.357
H 4.259 1.273 0.849
H -0.767 0.076 -1.817
H -1.360 1.150 0.421
H -1.412 -2.775 -1.644

Summary:
HOMO-LUMO gap = 8.8 eV
total charge = 0
SMILES = C/C=C(\C)n1cc[nH]c1=O.C#C

Most stable: version c. Least stable: version b.

Version a
ORCA calculation (ωB97M-V with the def2-TZVPD basis set) on a 15-piece molecular cluster, H30O15 overall.

Atoms and positions in Å:
O -2.599 -0.546 1.911
O 3.397 -2.219 0.161
O 4.396 -0.147 -0.501
O -2.074 3.190 -0.160
O 0.703 0.790 2.438
O 1.020 -3.975 0.350
O -0.935 -2.674 -0.726
O -1.736 0.240 4.374
O -0.122 -0.587 0.419
O 2.239 1.362 -0.251
O 2.844 -0.070 -1.569
O -1.440 0.133 -1.685
O 1.384 4.488 0.419
O -1.795 2.345 -3.170
O -3.857 -3.067 -1.994
H -2.675 2.733 -3.254
H 3.695 -2.906 -0.470
H -2.421 0.581 3.722
H -1.723 -0.593 -1.075
H -3.381 -0.511 2.368
H 2.118 1.503 -1.225
H 3.250 0.415 -2.373
H 0.781 5.166 0.249
H 1.010 -3.522 1.224
H 3.739 0.462 -0.213
H -2.008 0.835 -1.615
H -1.806 -0.626 2.484
H -0.229 0.566 2.340
H -2.729 3.835 -0.547
H -3.160 -2.455 -1.774
H -1.297 2.630 -3.900
H 1.856 0.590 0.029
H -1.047 -0.406 0.370
H -0.414 -1.864 -0.783
H -2.483 2.782 0.594
H 1.073 0.059 2.933
H 1.914 -0.075 -1.736
H 0.841 -4.901 0.504
H -1.206 0.987 4.487
H 5.190 0.478 -0.311
H -4.176 -2.718 -2.744
H -1.006 -2.991 0.251
H 1.243 3.670 -0.088
H 0.237 -0.339 -0.446
H 3.390 -2.647 0.981

Summary:
HOMO-LUMO gap = 8.7 eV
total charge = 0

Version b
ORCA calculation (ωB97M-V with the def2-TZVPD basis set) on a 15-piece molecular cluster, H30O15 overall.

Atoms and positions in Å:
O 21.315 1.820 -16.739
O 16.189 0.389 -15.608
O 18.127 1.118 -17.806
O 16.263 -0.863 -19.533
O 15.784 3.977 -18.530
O 20.048 0.291 -19.759
O 17.555 3.408 -16.603
O 15.071 0.981 -17.965
O 20.236 3.044 -18.992
O 17.003 -0.051 -22.148
O 21.390 -0.939 -17.731
O 17.222 1.901 -20.200
O 18.732 0.874 -14.623
O 18.405 -1.664 -17.695
O 19.746 -1.572 -15.444
H 16.606 4.332 -18.810
H 17.868 0.665 -15.045
H 20.954 0.969 -16.947
H 20.646 2.609 -18.224
H 16.013 0.680 -16.513
H 19.488 3.542 -18.631
H 15.552 0.308 -18.439
H 17.772 2.568 -17.025
H 15.941 1.135 -15.041
H 14.208 0.731 -17.892
H 15.666 -1.549 -19.307
H 17.258 0.612 -21.502
H 18.320 0.207 -17.925
H 20.643 0.557 -20.454
H 18.672 0.377 -13.804
H 22.158 1.725 -16.270
H 20.588 -1.169 -17.306
H 19.522 -0.679 -15.087
H 21.126 -0.535 -18.513
H 17.892 2.254 -20.800
H 16.703 3.593 -17.006
H 17.822 1.325 -18.708
H 15.801 3.124 -18.885
H 18.842 -2.420 -18.091
H 16.445 0.388 -22.786
H 19.724 1.067 -19.317
H 19.183 -1.772 -16.142
H 16.419 2.138 -20.685
H 16.060 -0.668 -20.475
H 17.494 -1.625 -17.937

Summary:
HOMO-LUMO gap = 9.4 eV
total charge = 0

Version c
ORCA calculation (ωB97M-V with the def2-TZVPD basis set) on a 15-piece molecular cluster, H30O15 overall.

Atoms and positions in Å:
O -0.209 0.289 -0.155
O 2.123 0.881 3.102
O -1.916 2.395 -0.097
O 2.072 -0.782 0.568
O -3.043 -0.383 0.657
O 0.370 -2.173 2.414
O 0.741 -2.481 -1.332
O 3.898 1.113 -0.030
O 0.895 3.072 -1.547
O -1.748 -1.195 -2.095
O 1.283 2.515 1.094
O -1.756 -2.917 0.798
O 1.194 0.329 -2.470
O -3.485 0.993 -2.215
O -0.554 0.394 2.701
H 0.927 2.547 0.203
H 4.210 1.601 0.771
H 1.214 -2.444 -2.168
H 2.554 1.605 3.528
H -0.726 -0.469 -0.459
H 0.243 -0.162 2.761
H 0.812 2.155 -1.860
H 1.901 3.214 1.101
H 1.210 -2.065 1.980
H -2.876 0.246 -1.984
H -2.463 -3.183 1.364
H -2.446 -1.874 -2.216
H 3.164 0.540 0.290
H 2.027 -1.226 -0.271
H 0.798 0.156 -1.565
H -4.230 0.579 -2.586
H 0.454 0.634 -3.008
H -0.066 -2.954 -1.454
H -2.626 1.756 -0.259
H 2.667 -1.354 1.087
H -1.045 -1.197 -2.712
H -2.813 -1.289 0.762
H -0.632 0.504 1.774
H -0.208 -2.317 1.651
H 0.592 -0.177 0.163
H -1.939 -3.258 -0.088
H -1.206 1.767 -0.158
H 1.721 3.331 -1.885
H -2.989 -0.035 1.526
H 1.921 1.319 2.306

Summary:
HOMO-LUMO gap = 8.3 eV
total charge = 0

Version d
ORCA calculation (ωB97M-V with the def2-TZVPD basis set) on a 15-piece molecular cluster, H30O15 overall.

Atoms and positions in Å:
O -3.150 1.683 0.677
O -1.134 -1.537 -2.197
O -0.073 0.306 0.225
O 2.488 2.156 -1.520
O -0.666 3.438 1.544
O -2.985 0.294 -3.016
O 2.750 -0.373 -0.081
O 1.761 -0.936 2.596
O -0.812 1.601 -2.296
O 1.557 -1.290 -2.456
O -3.089 -0.863 -0.226
O 2.210 2.168 1.417
O 2.282 -3.504 1.339
O 0.030 -2.437 0.268
O -1.047 0.588 2.663
H 1.405 1.991 0.953
H 1.666 -0.210 3.203
H 0.149 -3.140 -0.366
H -0.812 2.540 1.885
H -2.551 -1.111 -1.000
H 2.300 -0.566 0.736
H 0.061 -0.638 0.227
H -3.107 0.790 0.296
H -3.717 0.149 -2.433
H 1.453 -0.544 -3.000
H -3.240 -1.667 0.299
H -1.391 -0.298 2.934
H 2.682 -1.172 2.688
H 2.324 -4.410 0.949
H 2.157 3.108 1.693
H 1.497 -3.141 0.921
H -0.826 2.514 -2.005
H -0.384 3.827 2.427
H 1.851 -0.988 -1.593
H 2.278 1.472 -0.913
H -0.486 0.563 -0.586
H -1.220 -2.495 -1.999
H -2.823 1.548 1.575
H -0.230 -1.305 -1.959
H 3.496 0.217 0.117
H -0.871 -2.521 0.559
H -1.717 1.441 -2.589
H -0.821 0.426 1.744
H 3.037 2.664 -0.937
H -2.285 -0.357 -2.751

Summary:
HOMO-LUMO gap = 9.5 eV
total charge = 0

Most stable: version d. Least stable: version a.